#a
{"formula": "C4H16O3", "method": "ωB97M-V/def2-TZVPD", "species": ["C", "C", "C", "C", "H", "H", "H", "H", "H", "H", "H", "H", "H", "H", "O", "H", "H", "O", "H", "H", "O", "H", "H"], "positions_angstrom": [[0.47999, -1.05882, -1.26148], [-0.58877, -0.09277, -0.66649], [-1.24142, -0.67684, 0.61239], [-1.67700, 0.08980, -1.75164], [1.04565, -0.34137, -1.85937], [-0.04784, -1.90395, -1.67101], [1.24897, -1.37535, -0.55264], [-0.29593, 0.89444, -0.29264], [-2.12544, -0.14344, 0.94379], [-1.60520, -1.66013, 0.21532], [-0.46880, -0.79809, 1.36398], [-1.45469, -0.48024, -2.66962], [-1.70579, 1.10623, -2.15539], [-2.65071, -0.17200, -1.34153], [3.05881, -1.17155, -2.60850], [3.49137, -1.94367, -2.97232], [3.12766, -1.23484, -1.65992], [2.45609, 5.51632, 2.72536], [1.98932, 6.08168, 3.34345], [2.25142, 5.90288, 1.87604], [-1.89721, -1.88879, 3.58124], [-2.39056, -2.71615, 3.55845], [-0.99990, -1.93334, 3.24253]], "mulliken_charge": [-1.337, 0.607, -1.441, -1.282, 0.388, 0.295, 0.401, 0.393, 0.364, 0.315, 0.288, 0.315, 0.305, 0.359, -0.624, 0.303, 0.342, -0.637, 0.319, 0.318, -0.641, 0.311, 0.339], "smiles": "CC(C)C.O.O.O", "orbital_gap_ev": 11.3379, "homo_energy_ha": -0.3872, "charge": 0}

#b
{"formula": "C4H16O3", "method": "ωB97M-V/def2-TZVPD", "species": ["C", "C", "C", "C", "H", "H", "H", "H", "H", "H", "H", "H", "H", "H", "O", "H", "H", "O", "H", "H", "O", "H", "H"], "positions_angstrom": [[-0.73267, -1.40420, 0.83319], [0.20034, -0.18317, 0.61353], [1.11273, 0.03489, 1.83212], [1.06548, -0.44114, -0.60068], [-1.41143, -1.52764, -0.00424], [-0.08878, -2.28901, 0.91227], [-1.20659, -1.27168, 1.80010], [-0.47548, 0.63484, 0.60505], [1.17995, 1.08754, 2.11003], [2.04757, -0.48957, 1.70306], [0.63398, -0.39647, 2.70789], [0.68671, -0.64700, -1.59179], [1.89988, 0.25633, -0.70912], [1.59835, -1.37668, -0.36294], [-4.38866, -4.60093, -1.34208], [-4.68482, -3.69821, -1.18596], [-5.00399, -5.13719, -0.83218], [3.04521, 4.26442, -0.41829], [2.24793, 4.13141, -0.93683], [2.84903, 4.87908, 0.29595], [-0.41843, 2.90974, -1.51069], [-0.22172, 3.19406, -2.41309], [0.06539, 2.07057, -1.50530]], "mulliken_charge": [-1.470, 0.903, -1.368, -1.812, 0.382, 0.308, 0.392, 0.360, 0.311, 0.350, 0.363, 0.398, 0.413, 0.485, -0.637, 0.319, 0.318, -0.642, 0.335, 0.313, -0.632, 0.314, 0.297], "smiles": "CC(C)C.O.O.O", "orbital_gap_ev": 11.6845, "homo_energy_ha": -0.4065, "charge": 0}

#c
{"formula": "C4H16O3", "method": "ωB97M-V/def2-TZVPD", "species": ["C", "C", "C", "C", "H", "H", "H", "H", "H", "H", "H", "H", "H", "H", "O", "H", "H", "O", "H", "H", "O", "H", "H"], "positions_angstrom": [[-0.31546, -0.89082, -1.86554], [-0.53693, 0.58762, -1.29125], [-0.83582, 0.56048, 0.26435], [-0.71497, 2.04006, 0.74064], [-0.08047, -1.66609, -1.07175], [0.53520, -1.05626, -2.53485], [-1.30433, -1.12532, -2.35843], [-1.46460, 0.95014, -1.86452], [0.33478, 1.34326, -1.39471], [-1.88629, 0.19171, 0.37223], [-0.14340, -0.13867, 0.82635], [-1.32954, 2.23620, 1.62858], [-0.93648, 2.78277, -0.05358], [0.34663, 2.32376, 0.86389], [1.73670, 0.31920, 3.24273], [1.58593, -0.60967, 3.17429], [2.50427, 0.56905, 2.79520], [-2.13717, -3.40457, 0.80799], [-2.28715, -3.87692, -0.08081], [-2.21810, -2.51864, 0.53501], [3.20717, 0.46137, -0.62719], [2.46882, 0.98553, -0.78001], [3.47122, -0.06418, -1.32863]], "mulliken_charge": [-1.022, -0.372, -0.141, -1.231, 0.250, 0.278, 0.272, 0.298, 0.249, 0.166, 0.281, 0.316, 0.373, 0.301, -0.626, 0.307, 0.308, -0.647, 0.332, 0.306, -0.614, 0.320, 0.294], "smiles": "CCCC.O.O.O", "orbital_gap_ev": 11.7431, "homo_energy_ha": -0.4080, "charge": 0}

#b ends up most stable, edging out the next structure by 0.574 eV.

#a
{"formula": "CH7N3", "method": "ωB97M-V/def2-TZVPD", "species": ["H", "N", "C", "N", "H", "H", "H", "N", "H", "H", "H"], "positions_angstrom": [[-1.32466, 2.06492, 1.19039], [-1.11420, 1.07720, 1.30648], [-1.66461, 0.45484, 0.33944], [-1.29592, -0.86639, 0.08726], [-2.48033, 0.77085, -0.31461], [-1.43891, -1.12375, -0.87537], [-0.37915, -1.03371, 0.47457], [3.34846, -0.44189, -1.34339], [2.58521, 0.24062, -1.34653], [3.82239, -0.15013, -0.49249], [2.92360, -1.34357, -1.16161]], "mulliken_charge": [0.233, -0.649, 0.088, -0.528, 0.322, 0.246, 0.288, -0.684, 0.233, 0.226, 0.225], "smiles": "[H]/N=C/N.N", "orbital_gap_ev": 10.2570, "homo_energy_ha": -0.3485, "charge": 0}

#b
{"formula": "CH7N3", "method": "ωB97M-V/def2-TZVPD", "species": ["H", "N", "C", "N", "H", "H", "H", "N", "H", "H", "H"], "positions_angstrom": [[-1.91607, 1.24790, -0.61262], [-1.32115, 1.64131, 0.09140], [-0.97428, 0.92669, 1.08414], [0.27241, 0.66087, 1.51308], [-1.72409, 0.34556, 1.65319], [0.32765, -0.02885, 2.24272], [1.13230, 0.93097, 1.06086], [1.06473, -1.34756, -2.01506], [1.70008, -0.89085, -1.36763], [0.14410, -1.15818, -1.63230], [1.29432, -2.32787, -2.01778]], "mulliken_charge": [0.225, -0.670, 0.111, -0.437, 0.299, 0.220, 0.253, -0.649, 0.209, 0.219, 0.220], "smiles": "[H]/N=C/N.N", "orbital_gap_ev": 9.3328, "homo_energy_ha": -0.3144, "charge": 0}

#a ends up most stable, edging out the next structure by 0.680 eV.

#a
{"formula": "C6H16N", "method": "ωB97M-V/def2-TZVPD", "species": ["C", "C", "C", "C", "H", "H", "H", "H", "H", "H", "H", "H", "C", "C", "N", "H", "H", "H", "H", "H", "H", "H", "H"], "positions_angstrom": [[-0.86628, -0.05088, 1.62018], [-1.33199, -1.14754, 1.02110], [-0.53226, -2.40416, 0.82836], [-1.66335, 1.20956, 1.76189], [0.13959, -0.03206, 2.04795], [-2.40967, -1.23313, 0.91160], [-0.71583, -3.07574, 1.66628], [-0.85531, -2.94459, -0.06533], [0.53858, -2.20498, 0.79115], [-2.62960, 1.14772, 1.26232], [-1.10962, 2.03586, 1.31159], [-1.81164, 1.49730, 2.80139], [1.86217, 1.72457, -1.38400], [1.67454, 0.23911, -1.57255], [0.20596, -0.10416, -1.44658], [2.92402, 1.94407, -1.27831], [1.52627, 2.29769, -2.24442], [1.36545, 2.08134, -0.47854], [1.98749, -0.10479, -2.55499], [2.18744, -0.34448, -0.81169], [-0.14040, 0.12003, -0.49654], [0.00635, -1.09590, -1.58487], [-0.35190, 0.44516, -2.10600]], "mulliken_charge": [-0.135, -0.105, -1.212, -1.124, 0.375, 0.297, 0.368, 0.367, 0.262, 0.317, 0.256, 0.385, -1.084, -0.325, -0.094, 0.336, 0.350, 0.334, 0.399, 0.306, -0.046, 0.394, 0.379], "orbital_gap_ev": 10.0175, "homo_energy_ha": -0.4849, "charge": 1}

#b
{"formula": "C6H16N", "method": "ωB97M-V/def2-TZVPD", "species": ["C", "C", "C", "C", "C", "C", "N", "H", "H", "H", "H", "H", "H", "H", "H", "H", "H", "H", "H", "H", "H", "H", "H"], "positions_angstrom": [[2.88857, 0.16394, 0.59435], [2.00664, 0.37332, -0.65110], [1.00029, -0.66097, -0.86592], [-0.28456, -0.38525, -1.55652], [-0.94651, 0.98888, -1.30764], [-1.43019, 1.11677, 0.11499], [-0.42076, 1.00449, 1.14833], [3.55291, -0.70968, 0.59482], [2.19888, -0.07254, 1.42570], [3.44949, 1.03157, 0.95339], [1.68721, 1.43042, -0.60875], [2.60484, 0.64368, -1.53236], [0.19680, 0.22454, 0.90587], [1.43215, -1.62829, -1.11851], [-1.06300, -1.10841, -1.21034], [-0.16174, -0.52785, -2.63706], [-1.71139, 1.18289, -2.04910], [-0.16920, 1.75004, -1.49485], [-1.99715, 2.06181, 0.25150], [-2.20711, 0.33455, 0.22454], [-5.07744, -4.05859, 3.69432], [-4.69610, -3.99874, 3.07313], [-0.85266, 0.84343, 2.05123]], "mulliken_charge": [-1.143, -0.319, -0.032, -0.617, -0.650, -0.528, -0.405, 0.369, 0.304, 0.368, 0.237, 0.521, 0.148, 0.379, 0.349, 0.366, 0.404, 0.263, 0.389, 0.321, 0.021, -0.021, 0.275], "orbital_gap_ev": 6.2921, "homo_energy_ha": -0.4994, "charge": 1}

#a ends up most stable, edging out the next structure by 3.920 eV.

#a
{"formula": "C6H16N", "method": "ωB97M-V/def2-TZVPD", "species": ["C", "C", "C", "C", "C", "C", "N", "H", "H", "H", "H", "H", "H", "H", "H", "H", "H", "H", "H", "H", "H", "H", "H"], "positions_angstrom": [[1.09814, -1.08754, -2.56337], [-0.00780, -0.08659, -2.23244], [-0.84645, -0.69353, -1.08361], [-1.83525, 0.16940, -0.26306], [-1.25901, 1.38540, 0.53300], [-0.02697, 1.03422, 1.41692], [1.14457, 0.66113, 0.85761], [0.78115, -2.12257, -2.34489], [1.98970, -0.91866, -1.96177], [1.41072, -1.08979, -3.62586], [0.37182, 0.86231, -1.84318], [-0.59222, 0.03579, -3.14504], [-0.10756, -1.06587, -0.35895], [-1.38509, -1.62580, -1.32414], [-2.20217, -0.51214, 0.50461], [-2.70748, 0.38343, -0.87688], [-2.09605, 1.76374, 1.12466], [-0.87176, 2.17294, -0.12150], [0.04630, 1.68561, 2.27074], [-0.04738, -0.12528, 1.32816], [2.31328, -0.86408, 6.42311], [2.86169, -1.03131, 5.94077], [1.96784, 1.06918, 1.34510]], "mulliken_charge": [-1.213, -0.182, -0.569, -1.060, -0.311, -0.306, -0.203, 0.303, 0.321, 0.347, 0.184, 0.341, 0.206, 0.427, 0.412, 0.412, 0.351, 0.350, 0.498, 0.361, 0.015, -0.014, 0.331], "orbital_gap_ev": 7.0600, "homo_energy_ha": -0.5473, "charge": 1}

#b
{"formula": "C6H16N", "method": "ωB97M-V/def2-TZVPD", "species": ["C", "C", "C", "C", "C", "C", "N", "H", "H", "H", "H", "H", "H", "H", "H", "H", "H", "H", "H", "H", "H", "H", "H"], "positions_angstrom": [[-2.68285, 1.37579, 1.29790], [-1.25484, 1.84879, 0.96414], [-0.58307, 1.06784, -0.18870], [-0.58326, -0.41695, 0.13769], [0.38732, -1.32754, -0.70821], [1.73952, -0.68452, -0.90267], [2.85983, -1.72176, -0.86618], [-3.33748, 2.13917, 1.69465], [-3.13384, 0.99346, 0.37320], [-2.61614, 0.50630, 1.94305], [-0.64609, 1.69212, 1.86691], [-1.22783, 2.93058, 0.82447], [-1.14647, 1.39389, -1.06926], [0.39553, 1.48951, -0.28779], [-0.14725, -0.46555, 1.13779], [-1.57463, -0.85439, 0.12724], [0.44145, -2.20266, -0.05425], [-0.11804, -1.60790, -1.62047], [1.95614, 0.03494, -0.12071], [1.80146, -0.23029, -1.88780], [3.47841, -1.61506, -1.67272], [3.46588, -1.66207, -0.04697], [2.52628, -2.68369, -0.94134]], "mulliken_charge": [-1.114, -0.673, -0.529, -0.732, -0.751, -0.500, -0.286, 0.339, 0.290, 0.295, 0.342, 0.390, 0.281, 0.350, 0.314, 0.404, 0.476, 0.399, 0.358, 0.250, 0.382, 0.349, 0.363], "smiles": "CCCCCC[NH3+]", "orbital_gap_ev": 10.2155, "homo_energy_ha": -0.5156, "charge": 1}

#b ends up most stable, edging out the next structure by 5.604 eV.